Record 1
One molecule with the formula C2H8NO4PS2, computed with ωB97M-V/def2-TZVPD.

Calculated values
- total charge = 0
- HOMO level (eV) = -9.2
- SMILES = CCS(=O)(=O)SP(=N)(O)O
- HOMO-LUMO gap (eV) = 9.31
- ΔE to the lowest compared entry with this formula, charge and spin (kcal per mole) = 17.6

Each line ends with the Löwdin charge.
Atoms and positions in Å:
C1 0.08108 -0.64529 3.10496  -0.11
C2 0.63374 -0.96075 1.68872  -0.35
S1 -0.25167 -0.19917 0.35023  0.33
O1 -1.52570 -0.77840 0.11969  -0.34
O2 -0.16385 1.21753 0.50296  -0.37
S2 1.06538 -0.61585 -1.22127  0.55
P1 -0.16271 0.70140 -2.39909  0.20
N1 -1.71008 0.70631 -2.13774  -0.15
O3 0.45834 0.32635 -3.84776  -0.23
O4 0.40074 2.09623 -2.06382  -0.16
H1 -0.04984 0.47832 3.29747  0.10
H2 -1.00494 -0.94737 3.10099  0.09
H3 0.67535 -1.11266 3.93775  0.09
H4 0.78207 -1.96180 1.54052  0.06
H5 1.56555 -0.42928 1.58667  0.08
H6 -2.35382 -0.05196 -2.39437  0.02
H7 1.28450 -0.25468 -3.98285  0.11
H8 0.27586 2.43104 -1.18307  0.06

Record 2
One molecule with the formula C2H2FN3O, computed with ωB97M-V/def2-TZVPD.

Calculated values
- total charge = 0
- HOMO level (eV) = -11.9
- SMILES = FCc1nnon1
- HOMO-LUMO gap (eV) = 11.83
- ΔE to the lowest compared entry with this formula, charge and spin (kcal per mole) = 47.8

Each line ends with the Löwdin charge.
Atoms and positions in Å:
F1 -2.02883 -0.43947 -0.64682  0.01
C1 -1.22919 0.20099 0.22017  -0.19
C2 0.19237 0.02941 -0.02708  -0.35
N1 0.75928 -1.18547 -0.06028  0.10
N2 2.00178 -1.01701 -0.17282  0.08
O1 2.21431 0.34116 -0.35759  -0.05
N3 1.05823 0.97372 -0.32014  0.14
H1 -1.44584 -0.18407 1.17533  0.11
H2 -1.52212 1.28072 0.18924  0.15

Record 3
One molecule with the formula C3H4N2O, computed with ωB97M-V/def2-TZVPD.

Calculated values
- total charge = 0
- HOMO level (eV) = -10.1
- SMILES = [H]/N=C/OCC#N
- HOMO-LUMO gap (eV) = 10.85
- ΔE to the lowest compared entry with this formula, charge and spin (kcal per mole) = 80.7

Each line ends with the Löwdin charge.
Atoms and positions in Å:
H1 2.38232 0.95230 0.24822  0.06
N1 1.43926 0.65135 0.04881  0.11
C1 1.25510 -0.57191 0.28907  -0.27
O1 0.01620 -1.12386 0.12135  -0.04
C2 -0.85598 -0.21830 -0.51344  -0.18
C3 -2.11453 0.19456 0.10830  -0.25
N2 -3.06776 0.52432 0.68647  0.14
H2 1.98064 -1.30613 0.65440  0.14
H3 -0.46878 -0.01272 -1.50373  0.14
H4 -0.78734 0.92423 -0.06392  0.16

Record 4
One molecule with the formula C5H11N3, computed with ωB97M-V/def2-TZVPD.

Calculated values
- multiplicity = 3
- total charge = 0
- HOMO level (spin up / spin down) (eV) = -5.3 / -9.5
- ⟨S²⟩ = 2.026
- HOMO-LUMO gap (spin up / spin down) (eV) = 6.35 / 8.60
- ΔE to the lowest compared entry with this formula, charge and spin (kcal per mole) = 7.4

Each line ends with the Löwdin charge.
Atoms and positions in Å:
C1 0.15029 -0.69670 0.55885  -0.17
C2 -0.44509 -0.29813 -2.47760  -0.27
C3 0.37070 0.78489 -1.93468  -0.12
C4 0.18225 0.80384 2.65042  -0.12
C5 0.96582 -0.25669 1.84129  -0.20
N1 -1.11365 -0.48158 0.49494  -0.01
N2 -1.84754 -0.79752 -0.50797  0.01
N3 -1.34655 -0.98253 -1.81807  -0.07
H1 0.64931 -1.40790 -0.05466  0.11
H2 -0.42023 -0.38049 -3.52978  0.08
H3 1.03643 1.10344 -2.78913  0.09
H4 0.79035 0.29787 -0.97764  0.05
H5 -0.20341 1.66120 -1.59249  0.07
H6 0.88295 1.20523 3.48558  0.10
H7 -0.77597 0.42574 3.05337  0.07
H8 0.02065 1.63681 1.94825  0.07
H9 1.14555 -1.09970 2.39587  0.06
H10 1.93528 0.14679 1.60077  0.10
H11 -1.97712 -1.66458 -2.34733  0.16

Record 5
A 2-piece molecular cluster, C5H11N overall, computed with ωB97M-V/def2-TZVPD.

Calculated values
- total charge = 0
- HOMO level (eV) = -9.3
- SMILES = C=CC.C=NC
- HOMO-LUMO gap (eV) = 10.47
- ΔE to the lowest compared entry with this formula, charge and spin (kcal per mole) = 53.2

Each line ends with the Löwdin charge.
Atoms and positions in Å:
C1 -2.06483 1.53937 -0.71015  -0.02
C2 -1.57853 1.38912 0.51695  -0.26
C3 -2.06482 0.33174 1.45760  -0.12
H1 -1.98427 2.46068 -1.26594  0.05
H2 -2.48646 0.67814 -1.21077  0.06
H3 -0.88435 2.12227 0.91737  0.09
H4 -1.21424 -0.16880 1.93452  0.06
H5 -2.60737 0.75292 2.27343  0.06
H6 -2.65886 -0.41029 0.92733  0.08
C4 2.97388 -1.42241 -1.61819  -0.08
N1 2.03742 -0.64743 -1.29936  -0.08
C5 1.56119 -0.68769 0.03888  -0.17
H7 3.45807 -1.48657 -2.58370  0.06
H8 3.28776 -2.15995 -0.85849  0.07
H9 1.50411 -1.71572 0.45913  0.08
H10 0.53385 -0.38299 0.24044  0.04
H11 2.18745 -0.19242 0.78096  0.08

Record 6
C33H29CaN10O2S3 as an isolated structure, computed with ωB97M-V/def2-TZVPD.

Calculated values
- total charge = -1
- HOMO level (eV) = -4.1
- HOMO-LUMO gap (eV) = 6.00
- ΔE to the lowest compared entry with this formula, charge and spin (kcal per mole) = 15.8

Each line ends with the Löwdin charge.
Atoms and positions in Å:
Ca1 -0.95634 0.62528 -0.64397  1.34
C1 -0.98084 -1.77150 2.12331  -0.15
N1 -0.04025 -0.92253 1.50044  -0.06
C2 0.52159 0.04472 2.36523  -0.16
C3 0.99183 1.25771 1.67284  -0.30
N2 0.37764 1.82987 0.65036  0.01
C4 1.11338 2.99701 0.39424  -0.23
C5 0.99189 3.90500 -0.64100  -0.01
C6 1.95255 4.85301 -0.84369  -0.07
C7 3.04852 4.86864 0.04942  -0.08
C8 3.13078 4.07431 1.15886  0.00
C9 2.16091 3.08888 1.24602  -0.20
N3 2.04551 2.00130 2.09995  0.21
C10 -2.40474 -1.59948 1.53681  -0.28
N4 -2.82002 -0.55089 0.89550  0.11
C11 -4.18274 -0.89549 0.41862  -0.19
C12 -5.03551 -0.23059 -0.40370  -0.05
C13 -6.27331 -0.79640 -0.61224  -0.11
C14 -6.58585 -2.05417 -0.09471  -0.08
C15 -5.64947 -2.78668 0.66673  -0.01
C16 -4.43201 -2.16895 0.92867  -0.23
N5 -3.34421 -2.57921 1.63714  0.18
H1 -1.03798 -1.72175 3.20199  0.13
H2 -0.67388 -2.74134 1.82675  0.08
H3 0.65403 -1.46888 0.99574  0.10
H4 1.29758 -0.31125 2.96499  0.08
H5 -0.21907 0.45354 2.98761  0.13
H6 0.06142 3.93742 -1.18269  0.09
H7 1.74291 5.52110 -1.65040  0.10
H8 3.76134 5.62228 -0.27909  0.10
H9 3.96508 4.02424 1.84772  0.10
H10 2.69632 1.69233 2.78786  0.11
H11 -4.73594 0.76855 -0.90472  0.12
H12 -6.99181 -0.26496 -1.24083  0.10
H13 -7.49236 -2.54865 -0.39603  0.09
H14 -5.87006 -3.77530 1.04348  0.10
H15 -3.12277 -3.52512 1.79127  0.14
N6 -2.60318 2.52638 -0.58433  -0.07
N7 -2.23755 3.45173 -1.60522  -0.05
C17 -1.59830 2.78336 -2.74324  -0.80
O1 -1.55894 3.46543 -3.72727  0.04
O2 -1.12581 1.63586 -2.56295  -0.20
H16 -3.55353 2.16800 -0.79813  0.06
H17 -2.77094 3.11036 0.25463  0.11
H18 -3.00331 4.04456 -1.92510  0.12
S1 5.49822 1.32030 3.14721  0.50
C18 4.65415 -0.07524 2.74048  -1.13
S2 4.02900 -1.13724 3.93492  0.94
C19 3.13392 -2.06581 2.79123  -1.27
N8 3.29871 -1.56884 1.57812  0.00
N9 4.21793 -0.54765 1.54420  -0.16
C20 4.34127 0.17839 0.36020  -0.24
C21 5.62451 0.48140 -0.11622  -0.05
C22 5.81933 1.17413 -1.29428  -0.08
C23 4.68044 1.44151 -2.09448  -0.08
C24 3.40164 1.06019 -1.67659  -0.05
C25 3.21867 0.43095 -0.40611  -0.01
S3 2.07454 -3.26764 3.28306  0.44
H19 6.50363 0.04265 0.27528  0.10
H20 6.83371 1.36952 -1.75663  0.12
H21 4.75756 1.85484 -3.08760  0.09
H22 2.56528 1.16325 -2.34933  0.10
H23 2.31874 0.09939 0.03473  0.06
C26 0.72769 -1.07196 -2.14211  -0.12
C27 -0.17217 -2.14853 -1.90655  -0.37
C28 0.09769 -3.24753 -1.03277  -0.07
C29 -0.89490 -4.04025 -0.54511  -0.08
C30 -2.20865 -3.89891 -1.05172  -0.27
C31 -2.49344 -2.86486 -1.97305  -0.08
C32 -1.49879 -2.07211 -2.44480  -0.09
C33 -3.21003 -4.87020 -0.62464  -0.24
N10 -3.95363 -5.63050 -0.24015  0.12
H24 0.40456 -0.37927 -2.89511  0.02
H25 1.73872 -1.41447 -2.06854  0.03
H26 1.13537 -3.43162 -0.78464  0.11
H27 -0.69845 -4.79570 0.19989  0.11
H28 -3.47532 -2.88958 -2.44783  0.12
H29 -1.68239 -1.23634 -3.15791  0.12